[1]
Density functional theory data (ωB97M-V/def2-TZVPD) for C40H34CaIN3PSb as an isolated structure.

Output
- LUMO energy: -5.22 eV
- Energy relative to the best compared isomer or geometry (same formula, charge and spin): 0.00 kJ/mol
- Orbital gap: 7.84 eV

The geometry in ORCA input format:
```
! RIJCOSX wB97M-V def2-TZVPD def2/J DEFGRID3
* xyz 2 1
H 1.492 0.239 -2.597
H -0.163 7.610 0.032
H -6.085 -3.726 0.492
H -4.426 -5.279 0.084
C -1.493 -3.838 -0.720
H 0.340 -2.134 -5.518
C -3.191 -2.117 -0.455
H 0.292 0.989 6.122
C 1.848 -1.298 0.912
C 3.135 1.229 -1.622
H 2.330 -0.806 0.071
C 2.353 0.868 -2.845
C -2.194 0.057 2.306
C -0.087 6.538 -0.087
H -2.304 3.728 -2.274
H -6.942 -1.401 0.521
H -5.478 0.422 -0.234
P -0.357 -1.417 -0.749
C 0.572 -1.851 0.763
N 2.447 1.772 -0.610
H 2.451 -3.395 -5.267
C 0.158 1.100 5.055
H 2.960 0.317 -3.560
H 2.498 -2.193 4.109
C 1.931 -3.033 -4.393
H 3.536 -1.011 2.196
C -0.584 4.513 -1.264
C 2.438 -3.291 -3.129
C 0.826 2.010 2.946
C -1.829 -2.501 -0.679
C -1.224 3.814 -2.420
H -0.978 -2.964 1.750
H -1.073 4.382 -3.338
C -5.074 -0.578 -0.164
C -3.693 -4.520 -0.152
H -0.801 2.819 -2.572
C 2.540 -1.423 2.106
H 1.176 6.252 1.628
H 4.979 2.416 1.496
H -0.465 -4.114 -0.911
H -2.905 0.842 2.037
C 3.098 2.204 0.479
C 0.746 -2.322 -4.535
H 0.249 -3.180 3.861
C 0.080 -1.859 -3.414
H 6.250 1.281 -0.310
N 0.086 3.781 -0.372
C 4.511 1.034 -1.542
H 1.989 1.776 -3.332
Sb 2.137 3.446 1.986
C -0.692 5.900 -1.148
H 5.039 0.584 -2.370
C 0.698 -2.643 3.037
C -3.770 -0.816 -0.515
Ca 0.161 1.419 -0.060
C 0.652 5.774 0.811
H -1.599 -0.128 4.945
H 1.821 2.436 4.797
H -1.246 6.456 -1.891
C 0.586 -2.116 -2.138
C 1.769 -2.837 -2.000
C -0.886 0.478 4.404
C 1.019 1.897 4.311
C 5.183 1.427 -0.400
I -2.876 0.907 -1.361
C -2.417 -4.863 -0.483
H -2.105 -5.896 -0.530
C 0.004 -2.522 1.842
C 1.961 -2.092 3.176
C 0.730 4.405 0.631
C -1.033 0.646 3.029
C -5.922 -1.619 0.247
H 3.348 -3.863 -3.018
H -1.874 -0.435 1.387
N -0.174 1.377 2.312
C -5.446 -2.893 0.234
H -2.713 -0.678 2.918
C 4.468 2.046 0.617
C -4.105 -3.167 -0.123
H -0.847 -1.304 -3.530
H 2.164 -3.064 -1.019
*
```

Atom charges from the Löwdin analysis, given in e for atoms 1 to 8: atom 1 (H): 0.0442, atom 2 (H): 0.1274, atom 3 (H): 0.1262, atom 4 (H): 0.1266, atom 5 (C): -0.0823, atom 6 (H): 0.1147, atom 7 (C): -0.1965, atom 8 (H): 0.1259

[2]
Density functional theory data (ωB97M-V/def2-TZVPD) for C40H34HfN4O5P as an isolated structure.

Output
- LUMO energy (spin up / spin down): -3.90 / -3.90 eV
- Energy relative to the best compared isomer or geometry (same formula, charge and spin): 534.69 kJ/mol
- Orbital gap (spin up / spin down): 3.49 / 3.49 eV

The geometry in ORCA input format:
```
! RIJCOSX wB97M-V def2-TZVPD def2/J DEFGRID3
* xyz 1 1
N 2.520 0.596 1.830
H 3.445 -1.206 -2.231
C -3.985 -1.885 1.058
C -6.355 -0.380 -2.176
C -3.269 3.450 3.245
H -5.285 -1.161 2.737
H 5.087 -5.761 0.649
H 4.046 3.554 3.964
O 1.044 -1.745 0.544
P -3.422 -0.208 0.512
C 0.325 -1.855 -1.730
H -3.420 -5.234 0.456
H 5.333 2.519 2.017
C -3.294 -3.073 0.577
H 4.139 2.222 -0.689
C -3.587 0.263 -2.163
O 0.744 -3.756 -0.336
C 0.610 4.146 -3.004
C -5.471 -3.291 2.354
H 0.170 4.795 -3.785
H 5.101 -0.697 -2.212
C 3.215 1.609 -2.617
O -0.577 0.399 0.854
C 4.419 2.102 2.382
C -4.885 1.913 2.157
C -4.295 0.141 -0.963
H -2.394 -2.950 -0.074
C -2.449 1.489 1.960
C -4.943 -2.006 2.101
H -6.034 -0.625 -4.351
H -5.296 -5.449 2.032
O 0.809 -0.634 -1.823
H 3.249 -4.181 1.396
C -4.554 3.059 2.867
C -5.730 -0.031 -1.017
C 4.566 0.283 0.588
N 3.860 -2.630 0.208
C -3.827 -4.322 0.940
H 4.586 -0.725 1.042
C 4.904 -4.805 0.158
H 0.096 3.347 0.286
H -0.509 5.024 -1.265
C 3.864 1.070 1.622
H 6.562 -5.006 -1.222
Hf 1.364 0.252 0.046
C 4.007 -3.888 0.650
C -3.816 1.125 1.710
H -5.903 1.570 2.176
H 1.933 2.980 -4.303
H -6.301 0.114 -0.100
C -2.186 2.662 2.783
C 4.208 1.422 -1.482
C 1.542 3.177 -3.285
H -1.148 2.900 3.012
C 5.801 -4.319 -0.854
H -5.396 3.713 3.190
H 6.289 -2.679 -2.132
H 3.706 2.240 -3.444
O -0.430 -2.428 -2.504
H 3.006 0.642 -3.134
H 0.631 1.002 2.731
C 0.737 -2.562 -0.379
C 4.652 -2.216 -0.781
C -4.956 -4.439 1.767
H -3.131 4.348 3.820
C 5.652 -3.042 -1.316
H -3.714 -0.183 -4.316
H -6.223 -3.372 3.098
C -4.271 -0.082 -3.376
C -5.585 -0.454 -3.374
C 4.244 -1.004 -1.560
H -7.429 -0.628 -2.153
C 2.299 2.337 3.468
H 1.628 2.793 4.206
C 0.145 4.228 -1.656
N 1.407 2.267 -1.014
H 5.251 1.458 -1.854
C 1.959 2.299 -2.267
C 1.703 1.347 2.671
C -1.832 0.552 1.070
C 0.505 3.257 -0.696
H 5.630 0.656 0.406
H -2.504 0.576 -2.206
C 3.618 2.812 3.264
N 3.793 0.200 -0.758
*
```

Atom charges from the Löwdin analysis, given in e for atoms 1 to 8: atom 1 (N): -0.0305, atom 2 (H): 0.1063, atom 3 (C): -0.2619, atom 4 (C): -0.0656, atom 5 (C): -0.0950, atom 6 (H): 0.1151, atom 7 (H): 0.1131, atom 8 (H): 0.1362

[3]
Density functional theory data (ωB97M-V/def2-TZVPD) for C40H34MnN3O6 as an isolated structure.

Output
- LUMO energy (spin up / spin down): -0.62 / -0.88 eV
- Orbital gap (spin up / spin down): 6.73 / 6.47 eV

The geometry in ORCA input format:
```
! RIJCOSX wB97M-V def2-TZVPD def2/J DEFGRID3
* xyz 0 5
C 0.649 4.581 -4.910
C 2.545 -1.812 0.341
H 1.002 3.450 0.865
H -1.008 3.910 -6.079
O -0.965 -1.233 -0.740
H -5.467 1.721 3.267
C -0.956 2.094 -1.834
C 1.103 2.650 1.585
H 3.234 -2.635 -2.699
H 5.825 0.298 1.294
C -4.904 -2.110 4.800
O -2.388 -2.750 -1.573
O -0.316 -0.635 2.078
H 5.167 -1.338 1.232
N -0.549 1.329 0.304
H 2.832 -1.695 1.386
H -2.704 2.357 -5.305
C -3.954 -0.675 3.087
C -0.496 3.859 -5.126
C 4.554 1.220 -0.757
C -2.182 1.426 -2.065
C 4.905 -0.279 1.212
C 0.353 1.500 1.401
H 2.195 5.059 -3.489
C -1.030 3.041 -4.114
C 1.178 -2.374 -2.169
H -5.474 -2.242 5.709
H 1.394 -0.230 4.132
H 2.727 1.813 4.430
C 0.984 -5.160 -2.439
H -1.085 -4.873 -1.929
C -0.110 -1.802 2.863
C -3.747 0.645 2.576
O -3.025 0.892 1.580
C -4.703 -0.867 4.276
C 0.790 3.692 -2.668
N 1.292 -0.993 -2.140
C -4.386 1.843 3.219
C -2.790 1.536 -3.364
O -2.731 -1.747 1.314
H -4.140 2.727 2.638
C 3.873 1.612 -1.899
H -0.444 -1.641 3.891
C 2.410 -0.282 -1.657
C 2.202 -4.515 -2.630
H 0.430 -0.472 -2.158
H 4.179 2.495 -2.443
H 4.303 -0.074 2.102
H -0.707 -2.578 2.396
H -4.517 -4.216 4.537
C -1.265 -2.340 -1.397
H 1.455 -1.851 0.285
H 3.082 -5.086 -2.896
C 3.064 -0.662 -0.480
H -5.119 -0.006 4.780
H 2.542 3.671 2.798
H 2.278 1.127 -3.257
H 1.055 5.212 -5.689
C -0.039 -3.027 -1.927
C -0.124 -4.407 -2.098
H -3.237 -3.938 2.451
H 0.904 -6.232 -2.554
C 1.310 0.574 3.417
C 2.062 1.731 3.580
H -3.700 0.977 -3.525
Mn -2.064 -0.234 0.348
C 4.162 0.093 -0.045
N -0.238 2.056 -0.682
C 1.961 2.768 2.668
C 0.454 0.462 2.330
C -3.641 -3.085 2.978
C 1.289 4.492 -3.665
H 1.304 3.611 -1.723
O -2.801 0.736 -1.176
C -3.413 -1.803 2.410
C -2.235 2.297 -4.330
C -0.388 2.946 -2.867
H 5.401 1.798 -0.407
C 2.295 -3.142 -2.513
C 2.810 0.855 -2.354
H 0.944 -2.087 2.850
C -4.359 -3.225 4.131
H 2.922 -2.778 -0.006
H -4.018 1.967 4.238
*
```

Atom charges from the Löwdin analysis, given in e for atoms 1 to 8: atom 1 (C): -0.0874, atom 2 (C): -0.0162, atom 3 (H): 0.1062, atom 4 (H): 0.1107, atom 5 (O): -0.1483, atom 6 (H): 0.0981, atom 7 (C): -0.1396, atom 8 (C): -0.0096

[4]
Density functional theory data (ωB97M-V/def2-TZVPD) for C40H34N2O4P2Pt as an isolated structure.

Output
- LUMO energy (spin up / spin down): 0.44 / -0.70 eV
- Orbital gap (spin up / spin down): 6.31 / 7.49 eV

The geometry in ORCA input format:
```
! RIJCOSX wB97M-V def2-TZVPD def2/J DEFGRID3
* xyz 0 3
C -2.499 -1.259 -3.551
O 0.007 1.231 2.974
C 3.118 -0.473 -1.234
H 4.137 3.112 -1.175
C -3.166 2.702 1.115
C -2.718 5.554 -1.904
H -3.681 3.707 -1.428
H -4.273 0.352 -1.060
H 2.225 3.743 -5.851
C -1.959 1.457 -3.692
H 4.744 0.019 0.076
C 1.484 3.031 -2.648
C 5.077 -1.848 -0.931
H -3.651 6.092 -2.008
P -1.577 1.714 -0.900
C 4.543 3.428 2.168
C 3.621 2.481 2.596
H 0.131 -3.810 0.905
C -1.973 -0.268 2.435
C 4.349 -0.697 -0.634
C -2.170 0.726 -4.859
C 2.626 -1.409 -2.150
H -2.561 0.594 2.162
C -3.139 1.807 0.041
C -2.008 0.836 -2.449
N -1.242 -0.817 1.430
H -1.758 2.518 -3.764
H 5.109 4.001 2.892
H 3.717 0.612 -3.360
C -2.733 4.205 -1.586
O -1.595 -2.901 2.392
C 3.986 2.929 -0.118
C 4.722 3.654 0.810
C -0.359 4.163 -1.658
C -2.268 -0.537 -2.392
H -2.466 -0.966 3.101
C -5.404 2.013 1.661
C 2.885 1.760 1.669
H 6.032 -2.018 -0.449
H 5.432 4.397 0.470
P 2.071 0.984 -0.872
O -1.357 0.527 4.680
H 3.732 1.806 -5.508
H -2.714 -2.319 -3.489
H 2.966 -3.261 -3.168
N 1.116 -1.930 0.527
C 2.257 1.891 -2.449
H -4.291 3.496 2.750
C 3.356 -2.545 -2.455
H 0.641 6.012 -2.048
H 3.450 2.322 3.652
C -1.052 -2.191 1.569
C 2.248 3.231 -4.897
H 1.769 -2.245 -0.179
C -1.507 6.215 -2.063
C -5.387 1.128 0.595
Pt 0.090 0.297 0.079
C 4.586 -2.770 -1.840
C -0.067 -2.785 0.592
H 1.655 -1.248 -2.610
H 2.120 1.071 2.012
C -0.316 5.519 -1.939
C -4.292 2.812 1.912
C 3.086 1.480 -3.489
H 0.798 4.548 -4.010
H -1.488 7.276 -2.279
H -2.616 -1.197 -5.696
C -1.547 3.479 -1.443
H -0.520 -2.799 -0.403
H -2.287 3.296 1.345
H -2.123 1.224 -5.818
H -6.275 2.080 2.299
C -2.445 -0.629 -4.790
H -6.250 0.510 0.387
C -4.262 1.033 -0.220
C 3.089 2.146 -4.708
C 1.438 3.690 -3.864
O 0.805 3.441 -1.530
C 3.071 1.967 0.302
H 1.608 -1.913 1.415
H -2.275 -1.041 -1.431
H 5.153 -3.662 -2.071
C -0.883 0.691 3.584
*
```

Atom charges from the Löwdin analysis, given in e for atoms 1 to 8: atom 1 (C): -0.0791, atom 2 (O): 0.0328, atom 3 (C): -0.3944, atom 4 (H): 0.1055, atom 5 (C): -0.1238, atom 6 (C): -0.0653, atom 7 (H): 0.1141, atom 8 (H): 0.0950

[5]
Density functional theory data (ωB97M-V/def2-TZVPD) for C40H34N3P2Rb as an isolated structure.

Output
- LUMO energy: -0.24 eV
- Energy relative to the best compared isomer or geometry (same formula, charge and spin): 19.61 kJ/mol
- Orbital gap: 5.71 eV

The geometry in ORCA input format:
```
! RIJCOSX wB97M-V def2-TZVPD def2/J DEFGRID3
* xyz 0 1
C 0.232 4.086 2.208
N 0.537 2.803 2.038
Rb -0.679 0.699 0.323
H -3.879 -3.904 -3.148
H -3.088 -0.689 -0.428
C -3.388 -2.763 3.061
C -4.746 -2.750 2.741
C -2.729 -2.642 0.332
C 1.838 -1.623 -0.034
H 2.745 2.396 4.527
H -6.733 -3.275 3.329
H 2.630 2.527 -0.246
H -3.309 5.924 -1.286
C 0.783 -3.579 0.163
C -3.562 -3.545 -2.177
C 1.415 2.226 2.855
H -0.230 -2.636 3.207
H 0.455 -1.071 -4.013
C 4.521 4.138 -2.534
H 5.173 -2.430 -4.537
H -0.861 -4.010 2.304
H 3.945 4.563 -0.507
H 4.548 -0.810 -2.796
C 0.795 4.841 3.235
C 2.456 -0.820 -3.291
H -3.816 -1.475 -2.675
C -2.573 5.605 -0.562
C 4.139 -2.128 -4.430
C 1.711 4.238 4.081
H 2.698 0.283 0.326
H -5.075 -2.326 1.799
C 3.785 -1.218 -3.449
H 0.514 5.873 3.386
C -3.111 -1.748 -0.661
C -5.287 -3.848 4.812
C -0.630 -2.944 2.237
C -0.881 6.031 1.060
H -3.224 -5.517 -1.398
H 2.289 -3.255 -1.460
C 3.037 1.776 -2.229
H -1.955 -3.351 4.559
C 2.036 2.906 3.890
P 1.942 0.330 -1.969
H 3.719 -0.747 -0.662
C -0.751 4.655 1.237
H -0.255 6.718 1.610
C 3.681 2.065 -3.430
C 4.416 3.235 -3.580
H -1.916 7.576 -0.004
N -1.481 3.778 0.541
H -2.495 -4.723 0.814
C -2.366 4.256 -0.329
H 0.446 -4.598 0.035
C -3.193 -4.455 -1.191
H 1.079 -2.685 -5.767
C 1.844 -2.271 -5.122
H 2.158 4.807 4.886
C 0.371 -2.693 1.150
C 3.877 3.867 -1.334
H 4.907 3.432 -4.525
C 3.138 2.703 -1.188
H 3.438 -3.373 -6.034
N 1.000 -1.490 1.034
H 3.616 1.375 -4.262
H 1.618 1.174 2.669
C -5.686 -3.290 3.604
C 3.165 -2.657 -5.270
C 2.680 -0.465 -0.472
H -2.943 3.516 -0.875
C -3.000 -3.323 4.277
C -3.942 -3.861 5.144
H 5.098 5.046 -2.654
C -1.806 6.511 0.149
P -2.171 -1.970 1.944
C -2.782 -4.008 0.052
H -3.617 -4.296 6.081
C 1.735 -2.884 -0.609
C -3.525 -2.187 -1.913
C 1.493 -1.356 -4.136
H -6.021 -4.272 5.486
*
```

Atom charges from the Löwdin analysis, given in e for atoms 1 to 8: atom 1 (C): -0.2231, atom 2 (N): 0.0387, atom 3 (Rb): 0.6741, atom 4 (H): 0.1016, atom 5 (H): 0.0514, atom 6 (C): -0.3809, atom 7 (C): -0.1010, atom 8 (C): -0.3902

[6]
Density functional theory data (ωB97M-V/def2-TZVPD) for C40H35IN2O7RuSi as an isolated structure.

Output
- LUMO energy (spin up / spin down): 1.16 / 1.19 eV
- Orbital gap (spin up / spin down): 6.26 / 6.24 eV

The geometry in ORCA input format:
```
! RIJCOSX wB97M-V def2-TZVPD def2/J DEFGRID3
* xyz -1 2
C -2.399 -1.414 1.433
C 6.185 0.986 -0.381
C -1.675 4.096 2.579
C 4.592 0.553 -2.125
O -0.523 -0.919 -1.711
C -5.174 -1.576 1.238
H 5.323 1.223 1.571
H 0.290 1.741 5.437
C -0.102 0.421 3.801
H -2.352 2.005 2.164
C -2.890 -0.337 -3.202
H -0.757 5.777 1.481
O -3.998 2.063 -1.048
H -3.638 -0.314 -3.990
H 1.031 -2.403 6.131
C -3.012 -1.737 0.226
H -1.466 4.949 -0.641
H 6.654 0.892 -2.470
C -0.210 -0.338 -5.666
C -4.387 -1.811 0.124
C -0.388 -0.567 -2.933
I 2.281 1.071 1.568
C -0.453 -4.107 1.128
H -1.499 -4.061 1.396
C -0.845 3.163 -1.688
H -1.389 3.780 3.583
H -0.429 1.215 3.152
H -5.194 -1.072 3.319
H 2.988 -0.826 -3.300
H -2.386 -1.915 -0.633
C -1.271 3.917 -0.346
H -0.212 -0.270 -6.746
C -2.955 1.950 -0.425
C -3.202 -1.163 2.539
C 1.637 -3.022 0.747
O -2.235 0.950 -0.264
C -0.498 4.794 1.871
H -4.852 -2.040 -0.824
C 0.290 -2.931 1.086
H 3.269 -4.288 0.184
H 0.367 4.892 2.531
C 0.911 -0.513 -3.553
H -2.740 -0.893 3.480
Si -0.505 -1.210 1.451
C 5.146 1.001 0.531
O 2.994 -1.744 -5.544
H 0.336 -2.910 3.826
C 0.328 -1.889 4.175
H -2.572 4.708 2.637
C 3.512 0.414 -1.207
C 2.271 -0.531 -5.722
C 0.295 0.717 5.091
C -4.580 -1.257 2.448
H -3.340 3.915 0.415
C -2.470 3.260 0.341
O -1.301 3.633 -2.714
H 2.240 -2.123 0.711
N 2.258 0.055 -1.578
H 0.831 3.789 0.384
C 2.095 -0.474 -2.791
N -1.403 -0.256 -5.087
H 1.043 -0.072 6.939
H 2.931 0.293 -5.415
C 0.971 -0.482 -4.972
H 1.919 -6.353 0.247
Ru 0.176 0.412 -0.212
H -6.250 -1.644 1.167
H 2.470 -2.319 -4.979
H 7.198 1.155 -0.056
C 3.857 0.735 0.120
O -0.040 2.219 -1.547
H 4.391 0.493 -3.184
C -0.071 -0.880 3.306
C 5.876 0.808 -1.724
C 0.128 -5.329 0.834
C 0.717 -0.299 5.933
C -1.521 -0.364 -3.784
C 0.714 -1.604 5.474
C -1.860 2.854 1.689
O -0.516 2.536 1.352
C -0.200 3.783 0.743
C 1.467 -5.400 0.489
H -3.014 0.538 -2.566
H -0.466 -6.233 0.867
H 2.072 -0.420 -6.796
H -3.035 -1.211 -2.572
C 2.223 -4.240 0.452
*
```

Atom charges from the Löwdin analysis, given in e for atoms 1 to 8: atom 1 (C): -0.2851, atom 2 (C): -0.0946, atom 3 (C): -0.0974, atom 4 (C): -0.0191, atom 5 (O): -0.1621, atom 6 (C): -0.0937, atom 7 (H): 0.0862, atom 8 (H): 0.0994

| no. | maximum force (hartree/bohr) |
| --- | --- |
| 1 | 0.0119 |
| 2 | 0.1089 |
| 3 | 0.0108 |
| 4 | 0.0122 |
| 5 | 0.0065 |
| 6 | 0.0663 |